Entry i
{
  "formula": "C9H17N3O2S",
  "method": "ωB97M-V/def2-TZVPD",
  "symbols": ["C", "C", "C", "C", "C", "C", "O", "N", "N", "C", "S", "N", "C", "C", "O", "H", "H", "H", "H", "H", "H", "H", "H", "H", "H", "H", "H", "H", "H", "H", "H", "H"],
  "coordinates": [[3.128, 2.973, -1.665], [3.335, 1.546, -2.160], [2.700, 0.493, -1.252], [1.174, 0.549, -1.246], [0.581, -0.589, -0.408], [-0.928, -0.523, -0.407], [-1.657, -1.281, -1.003], [-1.411, 0.544, 0.311], [-2.776, 0.675, 0.532], [-3.601, -0.329, 0.905], [-5.212, -0.225, 0.605], [-3.120, -1.432, 1.581], [-1.988, -1.593, 2.347], [-1.848, -3.001, 2.863], [-1.207, -0.702, 2.588], [2.078, 3.250, -1.692], [3.488, 3.077, -0.643], [3.677, 3.672, -2.292], [2.924, 1.448, -3.167], [4.407, 1.348, -2.221], [3.070, 0.626, -0.232], [3.014, -0.497, -1.591], [0.839, 1.506, -0.844], [0.804, 0.467, -2.270], [0.875, -1.550, -0.831], [0.946, -0.528, 0.618], [-0.827, 0.915, 1.054], [-3.239, 1.389, -0.024], [-3.785, -2.195, 1.580], [-2.701, -3.260, 3.487], [-1.802, -3.695, 2.027], [-0.938, -3.080, 3.452]],
  "lowdin_charge": [-0.114, -0.269, -0.228, -0.204, -0.112, -0.491, 0.092, 0.055, 0.019, -0.862, 0.649, 0.083, -0.494, 0.012, 0.076, 0.063, 0.073, 0.068, 0.106, 0.103, 0.115, 0.112, 0.103, 0.128, 0.127, 0.120, 0.143, 0.132, 0.125, 0.090, 0.091, 0.087],
  "charge": 0,
  "e_homo_ha": -0.316,
  "homo_lumo_gap_ha": 0.3375
}

Entry ii
{
  "formula": "C9H17N3O2S",
  "method": "ωB97M-V/def2-TZVPD",
  "symbols": ["C", "C", "O", "C", "C", "C", "N", "N", "C", "S", "N", "C", "O", "C", "C", "H", "H", "H", "H", "H", "H", "H", "H", "H", "H", "H", "H", "H", "H", "H", "H", "H"],
  "coordinates": [[0.834, 2.958, -1.417], [1.357, 2.245, -0.181], [1.362, 0.854, -0.451], [1.839, 0.045, 0.592], [0.760, -0.222, 1.678], [-0.605, 0.032, 1.152], [-1.303, 1.085, 1.446], [-2.457, 0.960, 0.748], [-2.479, -0.179, 0.009], [-3.671, -0.716, -0.978], [-1.272, -0.779, 0.280], [-0.845, -2.028, -0.281], [2.203, -1.191, 0.065], [3.272, -1.172, -0.877], [4.645, -1.061, -0.224], [-0.171, 2.614, -1.641], [0.815, 4.030, -1.243], [1.470, 2.744, -2.271], [0.714, 2.458, 0.683], [2.381, 2.575, 0.056], [2.710, 0.541, 1.065], [0.864, -1.262, 1.991], [0.916, 0.436, 2.531], [-3.182, 1.655, 0.804], [-0.978, -2.835, 0.443], [-1.469, -2.228, -1.153], [0.203, -1.963, -0.567], [3.184, -2.126, -1.402], [3.113, -0.357, -1.592], [4.766, -1.841, 0.523], [4.778, -0.094, 0.257], [5.414, -1.175, -0.983]],
  "lowdin_charge": [-0.056, -0.259, -0.099, -0.391, 0.000, -0.310, 0.112, 0.025, -0.861, 0.579, -0.045, -0.020, -0.112, -0.232, -0.065, 0.076, 0.077, 0.077, 0.109, 0.125, 0.154, 0.131, 0.127, 0.147, 0.105, 0.058, 0.084, 0.124, 0.120, 0.078, 0.066, 0.076],
  "charge": 0,
  "e_homo_ha": -0.285,
  "homo_lumo_gap_ha": 0.3138
}

Stability verdict: entry i, ahead by 17.2 kcal/mol

Entry i
{
  "formula": "C7H17N3",
  "method": "ωB97M-V/def2-TZVPD",
  "symbols": ["H", "N", "C", "N", "C", "C", "C", "C", "H", "H", "H", "H", "H", "H", "H", "H", "H", "H", "H", "H", "N", "C", "C", "H", "H", "H", "H"],
  "coordinates": [[-1.728, 2.350, 1.228], [-1.642, 1.502, 0.667], [-0.531, 0.898, 0.826], [0.430, 1.220, 1.766], [-0.706, -0.975, 0.607], [0.604, -1.503, 0.160], [-1.799, -1.137, -0.425], [-1.125, -1.403, 1.996], [1.379, 0.970, 1.518], [0.364, 2.148, 2.164], [0.508, -2.444, -0.380], [1.030, -0.760, -0.581], [1.345, -1.587, 0.950], [-2.088, -2.190, -0.502], [-1.460, -0.804, -1.407], [-2.671, -0.549, -0.146], [-1.324, -2.477, 2.008], [-2.027, -0.874, 2.300], [-0.340, -1.197, 2.721], [3.227, 1.609, -1.208], [2.411, 1.433, -0.610], [1.374, 1.087, -1.230], [1.159, 0.949, -2.708], [0.304, 1.027, -0.464], [0.172, 1.320, -2.982], [1.920, 1.493, -3.278], [1.214, -0.106, -2.993]],
  "lowdin_charge": [0.048, 0.098, -0.492, 0.108, -0.472, -0.077, -0.076, -0.071, 0.067, 0.096, 0.090, 0.048, 0.087, 0.087, 0.078, 0.068, 0.087, 0.084, 0.074, 0.058, 0.080, -0.342, -0.072, 0.113, 0.076, 0.075, 0.079],
  "charge": 0,
  "e_homo_ha": -0.319,
  "homo_lumo_gap_ha": 0.3513
}

Entry ii
{
  "formula": "C7H17N3",
  "method": "ωB97M-V/def2-TZVPD",
  "symbols": ["C", "C", "C", "C", "C", "C", "C", "N", "N", "N", "H", "H", "H", "H", "H", "H", "H", "H", "H", "H", "H", "H", "H", "H", "H", "H", "H"],
  "coordinates": [[0.415, 1.670, -0.547], [0.046, 0.481, -0.155], [1.821, 2.186, -0.661], [-2.437, 0.629, -0.303], [-1.214, -1.455, -0.968], [-1.303, -0.786, 1.435], [-1.218, -0.262, -0.003], [2.459, -0.772, 1.253], [2.409, -1.289, -0.959], [1.719, -1.246, 0.219], [-0.345, 2.406, -0.833], [2.452, 1.788, 0.134], [2.257, 1.909, -1.626], [1.830, 3.274, -0.599], [-2.403, 0.983, -1.332], [-3.354, 0.061, -0.162], [-2.455, 1.487, 0.364], [-1.156, -1.112, -2.001], [-0.360, -2.090, -0.755], [-2.125, -2.037, -0.849], [-0.434, -1.403, 1.637], [-1.315, 0.042, 2.140], [-2.206, -1.377, 1.572], [2.391, -1.357, 2.075], [3.408, -0.474, 1.032], [3.057, -0.515, -1.124], [1.768, -1.407, -1.732]],
  "lowdin_charge": [-0.175, -0.016, -0.121, -0.059, -0.063, -0.057, -0.624, -0.007, 0.002, -0.165, 0.099, 0.051, 0.064, 0.065, 0.081, 0.081, 0.082, 0.083, 0.057, 0.081, 0.061, 0.084, 0.081, 0.083, 0.079, 0.076, 0.077],
  "charge": 0,
  "e_homo_ha": [-0.255, -0.264],
  "homo_lumo_gap_ha": [0.2847, 0.2982]
}

Entry iii
{
  "formula": "C7H17N3",
  "method": "ωB97M-V/def2-TZVPD",
  "symbols": ["C", "C", "C", "C", "C", "C", "N", "C", "N", "N", "H", "H", "H", "H", "H", "H", "H", "H", "H", "H", "H", "H", "H", "H", "H", "H", "H"],
  "coordinates": [[-0.560, 0.854, -0.921], [0.789, -3.175, 1.075], [-0.133, 0.269, 2.205], [0.062, 0.660, -2.314], [-1.959, 0.213, -0.913], [1.695, 0.843, 0.326], [0.318, -1.799, 1.134], [0.319, 0.207, 0.171], [-0.607, 2.298, -0.649], [0.367, -1.164, 0.053], [-1.139, 2.479, 0.196], [-1.085, 2.773, -1.407], [0.279, -3.740, 1.854], [0.593, -3.614, 0.092], [-1.172, -0.034, 2.245], [0.052, 1.335, 2.285], [0.497, -0.226, 2.934], [1.864, -3.207, 1.273], [0.240, -0.397, -2.497], [-0.612, 1.041, -3.084], [1.002, 1.204, -2.399], [-1.901, -0.854, -1.128], [-2.442, 0.346, 0.056], [-2.591, 0.684, -1.669], [2.275, 0.321, 1.085], [2.242, 0.795, -0.618], [1.607, 1.888, 0.615]],
  "lowdin_charge": [-0.584, -0.090, 0.009, -0.043, -0.047, -0.063, -0.046, -0.362, 0.071, 0.035, 0.079, 0.077, 0.067, 0.072, 0.020, 0.015, 0.022, 0.079, 0.080, 0.082, 0.074, 0.075, 0.075, 0.079, 0.077, 0.071, 0.074],
  "charge": 0,
  "e_homo_ha": -0.308,
  "homo_lumo_gap_ha": 0.3393
}

Stability verdict: entry i, ahead by 19.1 kcal/mol

Entry i
{
  "formula": "C4H10",
  "method": "ωB97M-V/def2-TZVPD",
  "symbols": ["C", "C", "C", "C", "H", "H", "H", "H", "H", "H", "H", "H", "H", "H"],
  "coordinates": [[1.514, -0.204, 0.882], [1.537, -0.029, -0.672], [-1.425, 0.652, 0.061], [-2.612, -0.084, 0.320], [2.447, 0.193, 1.308], [0.703, 0.228, 1.418], [1.752, -1.289, 1.221], [2.583, -0.229, -1.001], [0.613, -0.573, -1.339], [1.372, 1.052, -0.729], [-1.153, 0.938, -1.246], [-3.140, 0.132, 1.226], [-3.356, -0.086, -0.676], [-0.835, -0.702, -0.774]],
  "lowdin_charge": [-0.174, -0.154, 0.052, 0.054, 0.081, 0.025, 0.108, 0.093, 0.083, 0.062, 0.209, 0.072, 0.179, 0.311],
  "charge": 1,
  "e_homo_ha": [-0.572, -0.571],
  "spin_multiplicity": 2,
  "homo_lumo_gap_ha": [0.2997, 0.2913]
}

Entry ii
{
  "formula": "C4H10",
  "method": "ωB97M-V/def2-TZVPD",
  "symbols": ["C", "H", "H", "H", "H", "C", "C", "C", "H", "H", "H", "H", "H", "H"],
  "coordinates": [[1.747, 2.397, 0.369], [2.764, 2.648, 0.629], [1.503, 1.498, 0.953], [1.007, 3.154, 0.611], [1.593, 2.060, -0.657], [-0.484, -2.235, 0.263], [-1.218, -0.965, 0.084], [-1.407, -0.313, -1.123], [0.404, -1.964, 0.859], [-0.218, -2.669, -0.695], [-1.106, -2.871, 0.892], [-1.610, -0.555, 1.013], [-2.037, 0.564, -1.201], [-0.939, -0.749, -1.999]],
  "lowdin_charge": [-0.046, 0.024, 0.000, 0.020, 0.008, -0.009, -0.002, 0.264, 0.140, 0.102, 0.123, 0.144, 0.115, 0.117],
  "charge": 1,
  "e_homo_ha": [-0.592, -0.592],
  "spin_multiplicity": 2,
  "homo_lumo_gap_ha": [0.3913, 0.2447]
}

Stability verdict: entry ii, ahead by 146.0 kcal/mol

Entry i
{
  "formula": "CHN3OS",
  "method": "ωB97M-V/def2-TZVPD",
  "symbols": ["C", "N", "N", "N", "O", "S", "H"],
  "coordinates": [[-0.859, -1.933, 1.252], [0.892, 1.356, -1.407], [1.577, 1.394, -2.282], [0.067, 1.110, -0.538], [-1.640, -2.349, 0.490], [0.079, -1.445, 2.382], [-0.115, 1.868, 0.104]],
  "lowdin_charge": [-0.887, -0.316, 0.194, 0.082, 0.091, 0.768, 0.068],
  "charge": 0,
  "e_homo_ha": -0.377,
  "homo_lumo_gap_ha": 0.4003
}

Entry ii
{
  "formula": "CHN3OS",
  "method": "ωB97M-V/def2-TZVPD",
  "symbols": ["C", "N", "N", "N", "O", "S", "H"],
  "coordinates": [[-0.390, 1.554, 0.486], [0.477, -1.494, -0.765], [0.796, -1.969, -1.755], [0.017, -0.741, 0.090], [0.208, 1.423, 1.463], [-1.408, 1.833, -0.601], [0.300, -0.606, 1.082]],
  "lowdin_charge": [-0.966, -0.265, 0.187, 0.038, 0.070, 0.834, 0.102],
  "charge": 0,
  "e_homo_ha": -0.374,
  "homo_lumo_gap_ha": 0.3937
}

Stability verdict: entry i, ahead by 16.4 kcal/mol